76
Properties=species:S:1:pos:R:3:forces:R:3:mulliken_charge:R:1 method="wB97M-V/def2-TZVPD" total_charge=+1 e_lumo_ha=-0.0850 orbital_gap_ev=8.52 largest_force_ev_per_a=1.46 homo_ha=-0.3983 molar_mass_g_mol=627.55
Ir 0.31399 0.84305 0.31875 -0.13 -0.52 -0.02 0.9725
N 2.28042 0.61025 0.81929 0.04 0.02 0.14 -0.6506
H 2.39115 0.73006 1.82537 0.05 -0.01 -0.01 0.3069
H 2.88826 1.28358 0.35686 -0.04 0.02 0.00 0.3872
H 2.61560 -0.32182 0.58839 0.00 -0.01 -0.02 0.2452
C -2.20044 -1.77989 4.75357 0.01 0.01 0.01 -1.0582
N -1.04709 -1.32002 3.98899 -0.01 -0.01 0.03 0.1842
C 0.17135 -2.11742 4.08818 0.00 0.01 0.01 -0.8291
C -1.09138 -0.31242 3.12216 -0.04 0.17 0.09 0.8203
C -2.35945 0.48598 2.98591 -0.03 -0.03 -0.05 -1.6089
O -0.07662 -0.01411 2.45322 0.21 -0.26 -0.20 -0.7994
H -1.87268 -2.06429 5.75131 0.00 0.00 0.00 0.3399
H -2.65965 -2.64713 4.27517 0.00 0.00 0.01 0.3216
H -2.94127 -0.99463 4.85416 -0.01 0.00 0.00 0.4051
H 0.13644 -2.69025 5.01079 0.00 0.00 0.00 0.4051
H 1.04165 -1.46656 4.10207 0.00 0.00 -0.01 0.2452
H 0.25616 -2.80202 3.24443 0.00 -0.01 0.00 0.1513
H -2.57492 1.01908 3.91278 -0.01 0.00 0.00 0.5287
H -3.21508 -0.14918 2.75573 0.00 0.00 0.00 0.4728
H -2.22839 1.21420 2.19070 0.01 0.00 0.03 0.0679
C -0.09203 -3.75252 -1.34252 -0.05 -0.02 -0.02 -1.9699
C -0.01292 -2.54388 -0.40049 0.11 0.07 0.09 3.4150
C -1.24028 -2.60193 0.52245 -0.07 0.02 -0.01 -1.9793
C 1.19704 -2.73400 0.53508 -0.02 0.05 -0.04 -1.7719
Si 0.13905 -0.84240 -1.34452 1.09 -0.24 0.59 -1.9668
C -1.50616 -0.20017 -1.88205 -1.21 0.26 -0.78 2.7688
C -2.07348 0.45751 -0.61385 0.11 -0.42 0.15 -2.3418
C -1.43493 0.85848 -2.99242 0.04 0.15 -0.01 -1.8163
C -2.49418 -1.25782 -2.40588 -0.13 -0.05 0.13 -1.6537
C 1.41473 -0.96814 -2.78709 0.28 0.07 0.20 2.7396
C 0.81644 -1.72012 -3.98575 -0.07 -0.04 -0.02 -1.5789
C 2.70104 -1.70111 -2.36562 -0.06 -0.02 0.02 -1.7764
C 1.88624 0.40928 -3.27074 -0.11 0.03 -0.10 -1.8163
H -0.22610 -4.66164 -0.74665 -0.01 -0.01 0.00 0.5568
H 0.81332 -3.88849 -1.92995 0.03 0.00 -0.01 0.3740
H -0.93517 -3.69014 -2.03360 0.01 0.02 0.02 0.3228
H -1.19238 -3.52010 1.11841 0.01 -0.01 0.00 0.6483
H -2.18834 -2.62741 -0.01140 0.04 -0.02 0.02 0.0999
H -1.26166 -1.76187 1.21451 0.01 -0.04 0.01 0.0135
H 1.08149 -3.66823 1.09503 0.01 -0.04 -0.04 0.5953
H 1.24910 -1.93128 1.27459 0.01 0.02 0.01 0.1282
H 2.14663 -2.80011 0.00828 0.07 0.04 -0.06 0.2694
H -1.42194 1.22932 -0.08021 -0.13 0.53 -0.11 0.3840
H -2.36867 -0.26788 0.14074 -0.07 0.00 -0.07 0.3112
H -2.93981 1.08238 -0.84652 0.02 0.16 0.05 0.5302
H -0.74252 1.66759 -2.77711 -0.01 -0.04 -0.02 0.0218
H -2.42282 1.30594 -3.13245 -0.07 -0.02 0.02 0.5555
H -1.15032 0.41867 -3.94780 0.00 0.02 0.05 0.3812
H -2.74933 -2.01820 -1.67053 0.04 0.00 -0.08 0.3155
H -2.08966 -1.76008 -3.28656 0.00 0.00 0.03 0.3295
H -3.43169 -0.78487 -2.71248 -0.01 0.07 0.00 0.5126
H 0.55817 -2.75089 -3.74743 -0.02 0.00 -0.01 0.2714
H 1.55865 -1.74620 -4.78957 0.00 -0.02 0.00 0.5747
H -0.07310 -1.23528 -4.38939 0.04 -0.01 0.02 0.2910
H 2.54155 -2.74851 -2.12127 -0.02 -0.04 0.04 0.3408
H 3.18864 -1.21930 -1.51240 0.01 0.00 0.02 0.3183
H 3.41591 -1.67051 -3.19277 0.00 0.00 -0.01 0.5747
H 1.08140 1.04080 -3.64325 0.04 -0.01 0.03 0.3396
H 2.59969 0.26950 -4.08855 -0.01 0.00 -0.02 0.5907
H 2.40009 0.94891 -2.47973 0.06 0.05 0.05 0.2742
C -0.90518 4.03065 1.46172 0.00 -0.01 0.02 -1.1450
Ge 0.81988 3.94847 0.53627 0.03 0.01 -0.07 0.7101
C 2.22974 3.71639 1.88542 -0.02 0.01 0.03 -1.2256
C 1.15548 5.58518 -0.46974 -0.03 0.02 0.04 -1.2511
C 0.81408 2.45671 -0.78344 -0.08 -0.05 -0.20 -1.1606
H -0.98164 4.94662 2.04781 -0.01 0.01 0.00 0.4771
H -1.02040 3.18645 2.14539 0.01 0.01 0.00 0.2462
H -1.72873 4.01634 0.74649 -0.02 0.00 0.00 0.3337
H 2.27789 4.61039 2.50786 0.02 0.02 -0.01 0.4257
H 3.21295 3.58849 1.42874 0.01 -0.02 0.00 0.3622
H 2.03101 2.87779 2.55671 -0.02 0.00 -0.01 0.3001
H 1.17423 6.44712 0.19706 0.00 0.01 0.00 0.3817
H 0.37432 5.74162 -1.21294 0.00 0.00 -0.01 0.3862
H 2.11392 5.52669 -0.98467 0.01 0.00 -0.01 0.3890
H 1.78039 2.46401 -1.29636 0.07 -0.02 0.07 0.4561
H 0.08228 2.73530 -1.54267 0.04 0.12 -0.01 0.2294